1.
{
  "formula": "C5H13O2",
  "method": "ωB97M-V/def2-TZVPD",
  "e_above_lowest_kcal_mol": 43.2,
  "lumo_ev": 3.90,
  "homo_energy_ev": -2.231,
  "homo_lumo_gap_ha": 0.225,
  "total_charge": -1,
  "symbols": ["C", "O", "C", "C", "C", "C", "H", "H", "H", "H", "H", "H", "H", "H", "H", "H", "H", "H", "H", "O"],
  "xyz": [[-1.585, -1.095, 0.535], [-1.520, -1.546, 1.815], [-0.086, -0.855, -0.010], [0.054, 0.186, -1.057], [0.594, 1.538, -0.514], [-0.504, 2.217, 0.345], [-1.980, -1.929, -0.093], [-2.173, -0.152, 0.539], [0.154, -1.859, -0.366], [0.540, -0.723, 0.878], [-0.813, 0.450, -1.662], [0.823, -0.166, -1.786], [0.828, 2.174, -1.374], [1.518, 1.449, 0.066], [-1.002, 3.000, -0.232], [-0.095, 3.024, 0.991], [-1.070, 1.500, 0.930], [1.504, -2.748, 0.035], [2.376, -1.935, 0.855], [2.437, -2.531, 0.103]],
  "forces_ev_per_angstrom": [[1.560, -0.692, 1.975], [-0.025, -0.112, 0.139], [-2.332, -1.080, 0.690], [2.602, 1.057, -1.080], [-0.944, 0.122, 0.108], [1.543, 1.827, 0.019], [-0.506, 0.733, -0.666], [-0.134, -0.072, -1.023], [-0.021, 0.224, -0.393], [-0.186, 0.496, -0.032], [-0.483, -0.458, 0.225], [-0.415, 0.250, 0.137], [0.042, 0.085, 0.087], [-0.106, -0.410, -0.081], [-1.260, -1.064, -0.659], [0.558, -1.003, 0.631], [-0.372, 0.321, -0.157], [-0.164, -0.255, -0.297], [0.310, 0.201, 0.106], [0.332, -0.170, 0.270]]
}

2.
{
  "formula": "C7H12",
  "method": "ωB97M-V/def2-TZVPD",
  "e_above_lowest_kcal_mol": 162.2,
  "lumo_ev": [-0.98, 0.42],
  "homo_energy_ev": [-7.661, -8.653],
  "homo_lumo_gap_ha": [0.245, 0.333],
  "total_charge": 0,
  "symbols": ["C", "C", "C", "C", "C", "C", "C", "H", "H", "H", "H", "H", "H", "H", "H", "H", "H", "H", "H"],
  "xyz": [[2.824, -0.520, -1.047], [1.542, -0.921, -1.501], [0.406, -0.328, -0.458], [-1.001, -0.764, -0.931], [-1.880, -0.151, 0.046], [-2.228, 0.515, 1.005], [-2.155, 1.359, 2.144], [3.254, 0.433, -1.339], [0.294, 1.459, 1.902], [3.403, -1.139, -0.369], [1.257, -0.496, -2.469], [1.386, -2.005, -1.487], [0.518, 0.756, -0.437], [0.639, -0.709, 0.537], [-1.187, -0.399, -1.948], [-1.076, -1.857, -0.944], [-0.921, 1.528, 2.184], [-2.457, 0.896, 3.088], [-2.616, 2.344, 2.025]],
  "forces_ev_per_angstrom": [[1.963, 0.340, 0.283], [-2.769, 0.339, 0.882], [1.118, -1.022, -1.609], [0.493, 0.119, 0.096], [-0.883, 0.992, 1.454], [0.338, -1.408, -1.968], [1.214, 0.628, 0.662], [-0.076, -0.129, 0.088], [-0.096, 0.114, 0.174], [-0.103, 0.138, -0.070], [0.161, -0.211, -0.012], [0.113, 0.107, -0.203], [-0.184, -0.045, -0.047], [-0.163, -0.033, -0.043], [-0.023, -0.066, 0.163], [-0.036, 0.167, 0.009], [-1.279, 0.039, 0.265], [0.098, 0.096, -0.155], [0.115, -0.162, 0.029]]
}

3.
{
  "formula": "C36H43N6OPSeSn",
  "method": "ωB97M-V/def2-TZVPD",
  "lumo_ev": -6.01,
  "homo_energy_ev": -13.242,
  "homo_lumo_gap_ha": 0.266,
  "total_charge": 2,
  "symbols": ["Sn", "C", "C", "N", "C", "C", "N", "C", "C", "N", "H", "H", "H", "H", "H", "H", "H", "H", "H", "H", "H", "H", "H", "H", "H", "C", "C", "C", "C", "C", "O", "C", "N", "C", "C", "C", "C", "C", "C", "P", "C", "C", "C", "C", "C", "C", "C", "C", "C", "C", "C", "C", "H", "H", "H", "H", "H", "H", "H", "H", "H", "H", "H", "H", "H", "H", "H", "H", "H", "H", "H", "H", "H", "H", "H", "H", "Se", "N", "C", "C", "C", "C", "C", "C", "N", "H", "H", "H", "H"],
  "xyz": [[-1.071, 0.956, 1.242], [-3.228, -0.089, 3.683], [-2.083, -1.081, 3.396], [-1.807, -1.242, 1.953], [-2.881, -1.895, 1.187], [-3.035, -1.238, -0.178], [-2.964, 0.235, -0.107], [-4.222, 0.910, 0.288], [-4.566, 0.759, 1.765], [-3.383, 0.940, 2.634], [-3.017, 0.394, 4.635], [-4.165, -0.631, 3.816], [-2.322, -2.043, 3.855], [-1.164, -0.717, 3.858], [-0.956, -1.793, 1.864], [-3.808, -1.840, 1.753], [-2.664, -2.952, 1.034], [-3.972, -1.567, -0.636], [-2.219, -1.565, -0.823], [-2.767, 0.562, -1.047], [-5.055, 0.533, -0.312], [-4.101, 1.964, 0.055], [-5.006, -0.218, 1.952], [-5.337, 1.492, 2.001], [-3.450, 1.843, 3.083], [1.075, -5.621, 2.185], [1.254, -4.311, 1.418], [0.259, -4.269, 0.260], [1.087, -3.091, 2.339], [2.099, -3.051, 3.488], [3.070, -2.101, 3.025], [2.514, -1.435, 1.994], [1.360, -1.826, 1.600], [3.423, -0.414, 1.413], [4.724, -0.408, 1.928], [5.717, 0.376, 1.373], [5.423, 1.179, 0.287], [4.130, 1.222, -0.205], [3.110, 0.443, 0.340], [1.420, 0.654, -0.369], [1.398, -0.369, -1.871], [2.334, -0.279, -2.901], [2.208, -1.080, -4.026], [1.166, -1.995, -4.125], [0.244, -2.113, -3.095], [0.361, -1.295, -1.980], [1.527, 2.404, -0.898], [1.632, 3.322, 0.154], [1.772, 4.677, -0.099], [1.796, 5.133, -1.412], [1.682, 4.232, -2.461], [1.547, 2.871, -2.208], [1.121, -6.466, 1.496], [0.097, -5.646, 2.678], [1.840, -5.787, 2.944], [2.268, -4.261, 1.006], [-0.743, -4.537, 0.616], [0.527, -4.993, -0.509], [0.239, -3.280, -0.205], [0.068, -3.094, 2.733], [2.608, -3.992, 3.666], [1.676, -2.690, 4.426], [4.956, -1.048, 2.764], [6.719, 0.349, 1.781], [6.190, 1.791, -0.169], [3.915, 1.906, -1.014], [3.176, 0.398, -2.821], [2.931, -0.996, -4.827], [1.082, -2.627, -5.001], [-0.551, -2.847, -3.156], [-0.352, -1.374, -1.166], [1.646, 2.964, 1.180], [1.880, 5.376, 0.721], [1.917, 6.190, -1.618], [1.714, 4.587, -3.484], [1.462, 2.179, -3.035], [-2.340, 4.560, 0.256], [-1.822, 2.953, -0.331], [-1.847, 3.005, -1.661], [-1.464, 1.958, -2.558], [-1.565, 2.174, -3.895], [-2.025, 3.419, -4.437], [-2.384, 4.446, -3.631], [-2.311, 4.264, -2.215], [-2.635, 5.194, -1.336], [-1.030, 1.035, -2.187], [-1.269, 1.386, -4.578], [-2.070, 3.536, -5.512], [-2.715, 5.399, -4.023]],
  "forces_ev_per_angstrom": [[-0.552, 0.091, 0.323], [0.044, -0.133, -0.105], [-0.020, 0.105, -0.005], [0.252, -0.045, 0.033], [-0.075, 0.106, -0.016], [0.000, -0.086, 0.042], [0.272, -0.014, 0.010], [-0.057, 0.017, 0.135], [0.136, -0.041, -0.084], [-0.039, -0.035, -0.022], [-0.010, -0.004, 0.036], [-0.043, 0.023, -0.010], [0.045, -0.016, 0.029], [0.068, -0.038, -0.033], [0.071, 0.091, -0.087], [0.040, -0.016, 0.011], [-0.002, -0.049, 0.063], [-0.011, 0.031, -0.045], [-0.114, -0.003, -0.009], [0.068, 0.069, -0.120], [0.021, -0.006, -0.035], [0.050, 0.069, -0.063], [-0.006, -0.001, 0.045], [-0.043, -0.005, 0.020], [0.031, 0.063, 0.019], [0.017, 0.037, 0.000], [-0.138, 0.010, -0.031], [0.018, 0.127, 0.024], [0.145, -0.093, -0.022], [-0.096, 0.032, -0.095], [0.031, 0.008, 0.035], [0.020, -0.047, 0.041], [-0.015, 0.071, -0.038], [0.037, -0.017, -0.021], [-0.106, -0.048, -0.042], [0.071, 0.041, -0.036], [0.063, 0.022, 0.003], [-0.106, 0.071, 0.029], [-0.226, -0.133, 0.226], [0.194, -0.003, -0.427], [-0.189, -0.053, 0.030], [0.071, -0.043, 0.073], [0.038, 0.022, -0.007], [-0.025, -0.035, -0.010], [0.003, 0.028, 0.038], [0.057, 0.111, -0.116], [0.030, -0.059, 0.169], [-0.046, -0.012, -0.056], [-0.038, -0.005, -0.003], [-0.018, 0.008, -0.008], [-0.049, 0.003, -0.008], [-0.028, -0.052, 0.009], [-0.019, 0.028, 0.037], [0.058, -0.024, -0.035], [-0.023, 0.005, -0.012], [0.027, -0.008, 0.030], [0.017, 0.082, -0.023], [-0.019, -0.007, 0.026], [-0.025, -0.102, 0.024], [-0.113, -0.085, 0.064], [0.033, -0.017, -0.003], [0.005, 0.069, 0.016], [0.022, -0.006, -0.008], [-0.034, 0.005, 0.013], [-0.009, -0.014, -0.003], [-0.032, 0.003, -0.035], [-0.034, 0.028, -0.010], [-0.009, -0.022, 0.033], [0.013, 0.031, 0.032], [0.001, 0.027, -0.013], [0.114, -0.035, -0.003], [0.027, 0.036, 0.018], [-0.017, -0.032, -0.021], [-0.005, -0.044, 0.013], [-0.011, -0.025, 0.033], [0.034, 0.011, -0.003], [-0.033, -0.049, 0.586], [0.258, -0.082, -0.366], [-0.073, 0.107, -0.055], [-0.051, 0.020, 0.010], [-0.013, -0.104, 0.084], [-0.029, 0.090, -0.023], [0.007, -0.028, -0.110], [0.074, -0.100, 0.089], [0.060, 0.087, -0.359], [-0.035, 0.001, 0.012], [0.004, 0.051, 0.011], [-0.002, -0.024, 0.026], [-0.006, -0.036, 0.039]]
}

4.
{
  "formula": "C29H22IrN4O3S3",
  "method": "ωB97M-V/def2-TZVPD",
  "spin_multiplicity": 5,
  "s_squared": 6.041,
  "lumo_ev": [2.54, 1.07],
  "homo_energy_ev": [-1.969, -4.635],
  "homo_lumo_gap_ha": [0.166, 0.210],
  "total_charge": -1,
  "symbols": ["Ir", "C", "C", "N", "N", "C", "S", "S", "C", "C", "C", "C", "C", "C", "C", "C", "C", "C", "C", "C", "C", "O", "H", "H", "H", "H", "H", "H", "H", "H", "H", "H", "H", "H", "H", "H", "S", "C", "C", "C", "C", "C", "C", "N", "C", "C", "C", "C", "C", "C", "C", "H", "H", "H", "H", "H", "H", "H", "H", "O", "N", "O"],
  "xyz": [[-0.086, 0.740, -0.879], [1.920, -3.017, 0.631], [1.373, -1.942, -0.270], [0.847, -0.878, 0.235], [0.817, -0.845, 1.631], [-0.187, -0.172, 2.086], [-1.432, 0.609, 1.210], [-0.293, -0.131, 3.880], [-0.625, -1.907, 4.123], [-1.976, -2.324, 3.625], [-3.125, -2.081, 4.371], [-4.372, -2.432, 3.882], [-4.489, -3.027, 2.631], [-3.351, -3.266, 1.877], [-2.103, -2.917, 2.373], [1.388, -2.138, -1.724], [2.341, -2.997, -2.291], [2.358, -3.296, -3.636], [1.375, -2.748, -4.460], [0.425, -1.904, -3.938], [0.410, -1.553, -2.571], [-0.535, -0.725, -2.183], [1.209, -3.231, 1.426], [2.830, -2.666, 1.122], [2.127, -3.930, 0.083], [-0.518, -2.082, 5.194], [0.162, -2.458, 3.610], [-3.039, -1.595, 5.337], [-5.259, -2.233, 4.471], [-5.465, -3.290, 2.244], [-3.432, -3.709, 0.893], [-1.216, -3.084, 1.772], [3.106, -3.423, -1.655], [3.122, -3.948, -4.039], [1.366, -2.975, -5.519], [-0.332, -1.448, -4.563], [0.547, 5.036, 0.250], [1.738, 4.094, 1.136], [2.637, 4.552, 2.077], [3.523, 3.650, 2.661], [3.493, 2.313, 2.277], [2.592, 1.850, 1.332], [1.678, 2.738, 0.758], [0.721, 2.454, -0.177], [0.030, 3.595, -0.577], [-0.952, 3.452, -1.567], [-1.675, 4.487, -2.190], [-2.558, 4.180, -3.212], [-2.726, 2.865, -3.632], [-2.013, 1.832, -3.002], [-1.147, 2.091, -1.959], [2.652, 5.599, 2.356], [4.228, 3.989, 3.408], [4.187, 1.612, 2.725], [2.584, 0.810, 1.042], [-1.532, 5.517, -1.882], [-3.116, 4.975, -3.693], [-3.414, 2.636, -4.437], [-2.159, 0.806, -3.322], [1.531, 1.082, -4.836], [1.761, 1.606, -3.794], [2.049, 1.202, -2.718]],
  "forces_ev_per_angstrom": [[-0.268, -0.225, 0.220], [-0.035, -0.028, 0.029], [-0.087, 0.040, 0.009], [0.256, 0.043, 0.012], [-0.145, -0.007, -0.083], [0.013, -0.076, 0.169], [-0.087, 0.110, -0.066], [-0.049, -0.001, -0.103], [0.114, -0.078, 0.024], [0.017, -0.007, -0.060], [-0.015, -0.011, 0.008], [0.003, 0.001, 0.009], [-0.006, -0.005, -0.010], [-0.007, 0.004, 0.001], [0.000, 0.010, 0.001], [-0.030, 0.037, -0.051], [0.028, 0.023, -0.037], [0.036, -0.002, 0.034], [-0.020, 0.011, -0.021], [0.004, -0.005, 0.038], [0.055, -0.093, -0.036], [0.038, 0.092, 0.033], [0.007, -0.009, -0.008], [-0.002, 0.000, 0.004], [0.004, 0.004, -0.001], [-0.052, 0.039, 0.009], [0.028, 0.007, 0.045], [0.006, 0.002, 0.003], [0.002, 0.000, 0.003], [0.002, -0.001, -0.002], [-0.002, 0.000, -0.002], [-0.009, 0.004, 0.005], [-0.007, -0.001, 0.009], [-0.001, 0.003, -0.007], [0.000, 0.000, 0.001], [-0.010, -0.013, -0.003], [-0.007, 0.061, 0.003], [0.010, 0.020, 0.007], [0.010, 0.001, -0.003], [0.005, -0.032, 0.009], [0.014, 0.018, 0.011], [-0.022, -0.016, -0.005], [0.064, -0.038, -0.053], [0.078, 0.081, 0.122], [-0.104, -0.055, -0.083], [0.111, 0.008, -0.018], [-0.019, 0.049, -0.004], [-0.010, 0.014, -0.008], [-0.010, -0.006, -0.007], [-0.047, -0.015, 0.063], [0.006, 0.007, -0.031], [-0.005, 0.005, -0.007], [0.006, 0.006, -0.004], [0.003, 0.003, 0.005], [-0.011, 0.005, 0.005], [0.004, -0.003, 0.004], [0.004, 0.001, -0.005], [-0.003, -0.001, 0.002], [0.001, -0.002, -0.012], [-0.003, 0.007, -0.031], [-0.089, 0.042, 0.003], [0.235, -0.028, -0.143]]
}